(1)
Computed, not measured: a cluster of 2 separate species, C4H9NO2 in total, with ωB97M-V/def2-TZVPD.

Each line ends with the Löwdin charge.
Element x y z (Å)
C (1.6725, 0.9379, -2.0925)  -0.12
N (0.5566, 1.2003, -1.2077)  -0.12
C (0.5689, 2.2408, -0.4882)  -0.03
C (-0.6816, 0.0432, 1.3871)  -0.18
O (-0.7554, -0.6639, 0.2716)  -0.02
O (-1.1086, -0.6902, 2.3990)  -0.13
C (-1.5698, -2.0326, 2.1769)  -0.08
H (2.4691, 1.6965, -2.0345)  0.08
H (1.3014, 0.8757, -3.1210)  0.08
H (2.0848, -0.0386, -1.8181)  0.08
H (-0.4053, -0.0696, -0.4449)  0.04
H (-0.2452, 2.3982, 0.2169)  0.06
H (1.3906, 2.9669, -0.5226)  0.08
H (-1.8282, -2.4131, 3.1650)  0.09
H (-0.7899, -2.6439, 1.7173)  0.09
H (-2.4404, -2.0327, 1.5168)  0.09

The calculation puts the highest occupied orbital energy at -8.64 eV. The orbital gap comes out at 0.357 Ha. The net charge is 0.

(2)
Computed, not measured: a cluster of 2 separate species, C2H9O2 in total at a distorted geometry, with ωB97M-V/def2-TZVPD.

Each line ends with the Löwdin charge.
Element x y z (Å)
O (0.4808, -0.5754, -2.2528)  0.05
H (0.5306, -0.7882, -0.8546)  0.12
H (1.1129, -0.3105, -2.9429)  0.13
H (-0.0647, -1.3136, -2.5320)  0.10
C (-0.6340, -0.0296, 1.1009)  -0.20
O (0.0644, -0.8765, 0.1166)  0.00
C (0.0029, 1.3273, 1.0618)  -0.09
H (-0.3979, -0.5224, 2.0995)  0.15
H (-1.7245, -0.1261, 0.6511)  0.18
H (0.3651, -1.7714, 0.4279)  0.19
H (-0.5528, 1.9968, 1.8723)  0.14
H (-0.3330, 1.7135, 0.0431)  0.10
H (1.1500, 1.2760, 1.2092)  0.12

The calculation puts the highest occupied orbital energy at -16.62 eV. The orbital gap comes out at 0.472 Ha. The net charge is +1.

Result set for relative energy (zero: lowest compared OMol25 entry of this formula, charge and spin): 3.665, 1.048 eV, one per record in the order listed.